A molecular structure, C12H7BrN2O4Pt, computed with the ωB97M-V functional and the def2-TZVPD basis.

## Properties
LUMO energy: -0.886 eV
HOMO energy: -0.315 Ha
ΔE to the lowest compared entry with this formula, charge and spin: 28.0 kcal/mol

Cartesian coordinates (Å):
Pt 1.00399 -0.18546 -1.41543
O 4.69326 -0.46520 0.07980
C 3.50531 -0.44862 -0.13347
O 2.95327 -0.39002 -1.31832
C 2.51677 -0.55413 1.01267
C 2.92651 -0.48864 2.33159
C 1.96853 -0.56354 3.32768
C 0.63437 -0.70734 2.97642
C 0.30163 -0.76978 1.63602
N 1.22598 -0.70202 0.68039
H 3.98161 -0.36940 2.53282
H 2.25582 -0.50127 4.36869
H -0.14182 -0.76975 3.72544
H -0.72327 -0.88800 1.30662
Br -1.15702 -2.74972 -1.17857
C -1.84939 -1.01856 -1.37076
C -3.21275 -0.79922 -1.29476
C -3.67937 0.49631 -1.45633
C -2.78369 1.51995 -1.71043
C -1.43636 1.22448 -1.76756
N -0.97940 -0.02714 -1.57818
C -0.37678 2.28162 -2.06097
O -0.75924 3.38800 -2.38156
O 0.83377 1.87521 -1.92093
H -3.88040 -1.62781 -1.11466
H -4.74097 0.69540 -1.39623
H -3.08036 2.54465 -1.88000

---

C12H7ClFN3 in the gas phase, computed with the ωB97M-V functional and the def2-TZVPD basis.

## Properties
LUMO energy: 0.094 eV
HOMO energy: -0.323 Ha
ΔE to the lowest compared entry with this formula, charge and spin: 0.0 kcal/mol
SMILES string: Fc1cc(Cl)ccc1-c1cccc2ncnn12

Cartesian coordinates (Å):
F 0.31135 -0.08574 -2.35688
Cl 5.15848 -1.14346 -1.37526
N -1.42560 1.98359 -0.82558
N -3.60007 1.59383 -0.14144
C -2.67437 2.34794 -0.87379
C -2.79504 0.64525 0.27704
C -3.11227 -0.49436 1.24959
C -2.10799 -1.34696 1.59074
C -0.79209 -1.19189 1.05372
C -0.44118 -0.08561 0.29753
C 3.36031 -0.10908 0.49882
C 2.58345 -0.47571 -1.74851
C 1.99053 0.08626 0.89958
C 1.27891 -0.16587 -1.49532
C 3.62337 -0.48320 -0.86756
C 1.00536 -0.04790 -0.10175
N -1.50230 0.83300 -0.08764
H -2.91595 3.18340 -1.41029
H -4.17151 -0.63902 1.53403
H -2.38598 -2.18761 2.23747
H -0.02258 -1.92916 1.27850
H 4.12215 0.00682 1.24035
H 2.86755 -0.62955 -2.76915
H 1.64547 0.33505 1.89578

---

A molecular structure, C12H7LaN2O5, computed with the ωB97M-V functional and the def2-TZVPD basis.

## Properties
LUMO energy (alpha / beta): -9.598 / -9.676 eV
Total charge: +2
HOMO energy (alpha / beta): -0.559 / -0.559 Ha
ΔE to the lowest compared entry with this formula, charge and spin: 106.3 kcal/mol

Cartesian coordinates (Å):
O 1.01883 4.50551 -3.97108
C 1.03244 3.36254 -3.96794
La -1.62510 -0.55557 -2.20479
O 0.52535 1.93660 -1.04424
C -0.09013 1.11290 -1.57879
C 1.92617 -0.94624 -2.61897
O 0.92658 -1.73092 -2.47897
C 2.38672 0.11567 -3.12788
O 3.06595 1.05560 -3.38784
C -2.48173 1.87436 -2.28100
O -2.61577 3.02372 -2.31873
H -3.17374 -0.35767 -3.01688
N 0.43516 -2.62386 1.26640
C -0.08819 -2.34105 0.05442
N -0.75249 -1.16418 0.05593
C -0.58229 -0.63668 1.36418
C -0.86575 0.63197 1.89792
C -0.45386 0.89598 3.20712
C 0.23019 -0.06654 3.96467
C 0.54690 -1.32463 3.42760
C 0.12683 -1.55006 2.10662
H 0.97365 -3.45272 1.51984
H 0.00773 -3.00775 -0.78480
H -1.40428 1.35120 1.28554
H -0.67328 1.85896 3.67093
H 0.51918 0.15804 4.99602
H 1.08493 -2.12516 3.96469

---

A molecular structure, C12H7N2O5STi, computed with the ωB97M-V functional and the def2-TZVPD basis.

## Properties
Expectation value of S²: 0.774
Spin multiplicity: 2
LUMO energy (alpha / beta): -10.394 / -10.167 eV
Total charge: +2
HOMO energy (alpha / beta): -0.563 / -0.563 Ha
ΔE to the lowest compared entry with this formula, charge and spin: 3.0 kcal/mol

Cartesian coordinates (Å):
O 1.06197 1.56790 -3.77995
C 1.35911 0.93918 -2.86936
Ti -0.09673 0.37312 -0.03414
O -1.39266 1.85652 -2.47258
C -0.80770 1.43804 -1.55564
C -1.85316 -0.04308 1.06345
O -2.92052 -0.22882 1.46673
C 1.58244 -0.84088 -0.02822
O 2.30239 -1.73034 0.26584
C -0.70891 -1.38161 -1.00831
O -1.08433 -2.29422 -1.62050
H 1.69345 0.32985 -0.59451
N 0.47040 0.04472 3.50784
C 0.81293 1.23179 2.92685
N 0.71715 1.48655 1.62273
C 1.24258 2.77482 1.36456
C 1.33092 3.36868 0.11921
C 1.64735 4.71970 -0.00595
C 1.94484 5.43953 1.16130
C 1.94861 4.83215 2.44917
C 1.59813 3.47785 2.53269
S 1.43707 2.49417 3.98585
H 0.59671 -0.03324 4.50329
H 0.06440 -0.66799 2.92216
H 1.11124 2.75484 -0.73592
H 1.66556 5.21527 -0.96886
H 2.18846 6.51835 1.09686
H 2.19261 5.37615 3.36794

---

A molecular structure, C12H7N2O5Sn, computed with the ωB97M-V functional and the def2-TZVPD basis.

## Properties
LUMO energy: -14.570 eV
Total charge: +3
HOMO energy: -0.705 Ha
ΔE to the lowest compared entry with this formula, charge and spin: 0.0 kcal/mol

Cartesian coordinates (Å):
O -0.40975 5.50815 3.71566
C 0.35672 5.01799 3.02431
Sn 1.21096 1.55258 -0.50146
O -1.51467 2.30784 -2.36080
C -0.45823 1.99810 -2.02802
C 2.58522 0.10322 -1.62461
O 2.83739 -0.78126 -2.32302
C 4.40079 -1.30097 0.52654
O 4.51510 -1.34031 1.66120
C 3.28228 3.46076 -1.50991
O 4.19543 4.08027 -1.77622
H 1.40671 2.71315 0.64698
N -1.42209 -0.68197 1.97119
C -0.44546 0.19058 1.68773
N -0.01932 0.00938 0.42505
C -0.73936 -1.07838 -0.11410
C -0.73980 -1.62168 -1.39653
C -1.68909 -2.61847 -1.66172
C -2.63198 -3.00287 -0.69185
C -2.62859 -2.43247 0.59043
C -1.63828 -1.50158 0.85268
H -1.94246 -0.70351 2.84402
H -0.04665 0.91356 2.39139
H -0.01694 -1.25334 -2.12390
H -1.71259 -3.10293 -2.64023
H -3.37442 -3.76204 -0.94557
H -3.36092 -2.67380 1.36076

---

A molecular structure, C12H8N2NaO4S5Se, computed with the ωB97M-V functional and the def2-TZVPD basis.

## Properties
LUMO energy: 0.717 eV
Total charge: -1
HOMO energy: -0.147 Ha
ΔE to the lowest compared entry with this formula, charge and spin: 24.6 kcal/mol

Cartesian coordinates (Å):
Na 0.84520 0.42976 -0.21600
O -0.08787 4.86321 0.50062
C -0.27852 3.56566 0.21601
O 0.60657 2.77615 0.08016
C -1.74400 3.20606 0.08752
C -2.75040 4.12429 0.32427
C -4.05753 3.68986 0.18158
C -4.28663 2.38117 -0.19925
C -3.20431 1.54233 -0.43052
N -1.95138 1.95478 -0.27915
C -3.33212 0.10299 -0.92597
O -4.56909 -0.44785 -0.87737
O -2.40663 -0.50279 -1.35629
H 0.87465 4.98418 0.56140
H -2.51121 5.13647 0.61310
H -4.88614 4.36366 0.35597
H -5.30842 2.05034 -0.33583
H -5.20080 0.13682 -0.44543
C 4.31734 -2.40206 -0.10187
S 3.44738 -3.39004 -1.34421
C 2.38458 -4.32416 -0.31918
C 1.29444 -3.84520 0.33662
S 0.65100 -2.25674 0.39989
S 0.46478 -5.08249 1.26958
C 1.45569 -6.44253 0.92131
S 1.18278 -7.97331 1.51347
S 2.75404 -6.01870 -0.10154
H 5.01133 -1.74900 -0.63224
H 4.86569 -3.05091 0.57882
H 3.59911 -1.78636 0.43453
Se 5.76833 1.85244 -0.42968
C 4.07277 1.24898 -0.24641
N 2.97938 0.86299 -0.13392

---

A molecular structure, C12H9AgClO3, computed with the ωB97M-V functional and the def2-TZVPD basis.

## Properties
LUMO energy: -6.279 eV
Total charge: +1
HOMO energy: -0.466 Ha

Cartesian coordinates (Å):
C -2.25666 0.03376 -2.62970
O -1.94791 -1.29138 -2.24615
C -0.66602 -1.44191 -1.69104
C -0.61493 -0.92715 -0.26421
C -1.76332 -1.10247 0.50885
C -1.82880 -0.67681 1.82459
C -0.74473 -0.03565 2.40454
C 0.40008 0.16774 1.65467
C 0.48169 -0.28835 0.32253
C 1.76171 -0.12979 -0.39942
O 2.10016 -0.75042 -1.37844
C 2.73030 0.87700 0.15223
C 2.61016 1.35781 1.39885
Cl 3.73190 2.48802 2.04780
C 1.51678 0.87458 2.32103
O 1.60776 1.08724 3.50410
H -1.97566 0.20608 -3.67089
H -3.32780 0.18933 -2.52403
H -1.74187 0.76789 -2.00188
H -0.46565 -2.51379 -1.67482
H 0.09482 -0.97878 -2.31653
H -2.61418 -1.57958 0.04307
H -2.73056 -0.84255 2.39626
H -0.78146 0.30481 3.42869
H 3.59687 1.09999 -0.47334
Ag 2.82733 3.10439 -0.73677

---

C12H9BF2O in the gas phase, computed with the ωB97M-V functional and the def2-TZVPD basis.

## Properties
LUMO energy: 0.397 eV
HOMO energy: -0.352 Ha
SMILES string: OB(c1ccc(F)cc1)c1ccc(F)cc1

Cartesian coordinates (Å):
F -3.88862 1.88689 2.60766
F 1.34884 -1.58317 -4.65778
O 2.15726 0.00424 1.71203
B 1.08029 -0.01819 0.79505
C -2.29641 1.75290 0.89419
C -2.05490 0.45313 2.96271
C 2.52389 -1.22047 -2.49662
C 0.15787 -1.22610 -2.74142
C -1.06087 1.31414 0.40874
C -0.82288 0.12694 2.45250
C 2.50447 -0.82122 -1.19604
C 0.14089 -0.84684 -1.39834
C -2.70473 1.38889 2.11292
C 1.38794 -1.31858 -3.27117
C -0.27538 0.61193 1.26441
C 1.26788 -0.59053 -0.69810
H 1.85641 0.61289 2.44252
H -2.99790 2.22831 0.24769
H -2.58362 -0.01623 3.81133
H 3.46382 -1.16880 -3.00834
H -0.76207 -1.46973 -3.26968
H -0.74387 1.69444 -0.53173
H -0.27758 -0.61079 3.01574
H 3.34100 -0.51554 -0.54690
H -0.76172 -0.66852 -0.91137

---

A molecular structure, C12H9Br4NO7Ru, computed with the ωB97M-V functional and the def2-TZVPD basis.

## Properties
LUMO energy (alpha / beta): -2.754 / -2.742 eV
HOMO energy (alpha / beta): -0.308 / -0.309 Ha
ΔE to the lowest compared entry with this formula, charge and spin: 0.3 kcal/mol

Cartesian coordinates (Å):
Ru 0.00230 -0.80146 -0.06690
O -0.82828 -0.63541 -2.08732
C -2.12754 0.00425 -2.13384
C -2.48819 0.51448 -0.74972
N -2.06416 -0.48420 0.25353
C -2.73370 -1.79506 0.11475
C -1.82765 -2.88436 0.70076
O -2.29472 -3.93221 1.07060
O -0.56751 -2.55532 0.70647
C -2.22333 0.01240 1.63797
C -0.97090 0.73096 2.12257
O -0.99905 1.52161 3.02508
O 0.12614 0.36687 1.48528
H -0.14460 0.02498 -2.32843
H -2.82634 -0.74575 -2.49482
H -2.10142 0.81964 -2.85424
H -3.56293 0.71093 -0.68023
H -1.94627 1.43624 -0.53133
H -2.87909 -2.03708 -0.93602
H -3.70583 -1.79778 0.60833
H -2.35215 -0.84900 2.29496
H -3.10066 0.65181 1.73463
Br 5.26360 3.60405 -0.49074
C 4.19255 2.08311 -0.25513
C 4.72329 0.94737 0.41578
Br 6.48181 0.97927 1.07238
C 3.94952 -0.17910 0.58577
Br 4.55006 -1.73032 1.43976
C 2.62739 -0.18023 0.10518
O 1.84299 -1.23552 0.16303
C 2.08562 0.95713 -0.55200
O 0.86573 0.85282 -0.99133
C 2.89949 2.08670 -0.73733
Br 2.13384 3.53816 -1.64747

---

A molecular structure, C12H9CrF6N3O6S4, computed with the ωB97M-V functional and the def2-TZVPD basis.

## Properties
Expectation value of S²: 6.013
Spin multiplicity: 5
LUMO energy (alpha / beta): 0.112 / -0.003 eV
HOMO energy (alpha / beta): -0.300 / -0.304 Ha
ΔE to the lowest compared entry with this formula, charge and spin: 0.0 kcal/mol

Cartesian coordinates (Å):
Cr 11.19996 5.30240 7.83056
O 15.01763 4.30256 11.72232
C 15.65322 4.76828 10.59867
C 17.01015 5.12691 10.71128
C 17.71248 5.51106 9.60025
C 17.09284 5.54610 8.34403
C 15.75767 5.26605 8.28125
C 14.97376 4.91785 9.38889
C 13.52234 4.74664 9.17650
O 13.07587 5.20124 8.02840
N 12.75538 4.37362 10.17104
N 11.40258 4.54010 9.79420
C 10.61958 4.51166 10.83995
S 11.07449 4.05675 12.45662
C 9.53170 4.62509 13.17816
C 8.36982 4.40445 12.23704
S 8.98270 5.06698 10.64118
H 15.52271 4.33673 12.53785
H 17.53302 5.05455 11.64252
H 18.75514 5.73728 9.60962
H 17.64659 5.77238 7.43619
H 15.19898 5.33205 7.35425
H 9.61966 5.71108 13.37628
H 9.42890 4.26547 14.17419
H 7.55587 5.00470 12.62115
H 8.04625 3.38135 12.20448
F 7.89828 5.40760 4.11263
C 7.30528 5.50902 5.30386
F 6.99390 4.27598 5.73486
F 6.21254 6.23308 5.25117
S 8.45476 6.22917 6.65191
O 9.31951 5.09152 7.01182
O 7.61799 6.65954 7.72354
N 9.18600 7.41000 5.88908
S 10.62077 7.95068 6.03258
O 10.67386 9.35406 6.29875
O 11.47709 7.13540 6.86033
C 11.28844 7.56636 4.38124
F 10.88196 6.38676 3.90290
F 10.96047 8.52795 3.52924
F 12.60477 7.58800 4.47532

---

C12H9N7 in the gas phase, computed with the ωB97M-V functional and the def2-TZVPD basis.

## Properties
LUMO energy: -0.111 eV
HOMO energy: -0.294 Ha
ΔE to the lowest compared entry with this formula, charge and spin: 30.8 kcal/mol
SMILES string: c1n[nH]cc1-c1cnc2ncc(-c3cn[nH]c3)n2c1

Cartesian coordinates (Å):
N 1.44232 -4.66790 1.31045
N 0.54469 3.68230 -3.13308
N -1.39163 0.13345 2.70850
N -1.60563 2.38999 1.96925
C 1.02866 -3.62047 1.93154
C 0.12028 3.73120 -1.87350
C -0.95494 -1.05376 2.40720
C -1.18059 1.17490 1.84149
C -1.45430 2.99213 0.70617
C 0.59794 -2.63551 1.00981
C -0.23603 2.41109 -1.36873
C -0.04522 -1.33645 1.24207
C 0.83800 -3.13535 -0.22836
C -0.01851 1.56535 -2.41416
C 0.26330 -0.21741 0.41938
C -0.69054 2.13023 -0.13204
N 1.25182 -4.39910 0.02635
N 0.48559 2.34971 -3.52739
N -0.47654 0.99813 0.67774
H 1.12396 -3.61590 3.02304
H -0.06564 4.70594 -1.39708
H -1.23406 -1.71230 3.23623
H -1.83271 3.99952 0.41655
H 0.60899 -2.76466 -1.19771
H -0.16316 0.49261 -2.40569
H 0.93485 -0.33695 -0.44284
H 1.00812 -5.13858 -0.57738
H 1.10100 1.87778 -4.22778

---

A molecular structure, C13H10AsMnS4Se, computed with the ωB97M-V functional and the def2-TZVPD basis.

## Properties
LUMO energy (alpha / beta): -2.382 / -2.374 eV
HOMO energy (alpha / beta): -0.292 / -0.292 Ha

Cartesian coordinates (Å):
Mn 1.54160 -1.59741 0.48399
S 3.57421 -5.05469 2.21826
As 3.49330 -3.14704 1.41494
S 2.26091 -3.25353 -0.55593
S 1.74443 -2.06766 2.50725
S 5.20028 -1.98703 1.24447
Se 2.56862 0.26376 -0.00457
C 1.76695 1.99848 -0.21113
C 2.24803 2.99662 0.62753
C 1.74621 4.28317 0.51553
C 0.77290 4.56654 -0.43306
C 0.31123 3.56909 -1.28024
C 0.80243 2.27763 -1.17186
H 3.01236 2.75626 1.35620
H 2.11030 5.06465 1.16902
H 0.37729 5.57026 -0.51701
H -0.43518 3.80539 -2.02788
H 0.45597 1.48684 -1.82447
C -0.09652 -1.42073 0.14820
C -1.47656 -1.52162 -0.09415
C -1.95044 -1.79537 -1.38961
C -3.28865 -2.06223 -1.58433
C -4.16223 -2.06763 -0.50146
C -3.70597 -1.76659 0.77730
C -2.37256 -1.48815 0.98942
H -1.24764 -1.80352 -2.21245
H -3.65992 -2.27871 -2.57667
H -5.20522 -2.31180 -0.65203
H -4.39684 -1.75449 1.60933
H -1.98928 -1.26051 1.97536